ORCA calculation (the ωB97M-V functional and the def2-TZVPD basis) on a structure of composition C10H12Br6F6O4 at a distorted geometry.

The geometry in XYZ format:
```
38
Properties=species:S:1:pos:R:3:forces:R:3
F -4.605042 20.729848 5.133603 0.05 -0.02 -0.08
H -17.253280 19.987883 2.754139 0.07 0.18 0.11
F -20.685915 22.870026 7.079754 0.09 0.05 -0.01
H -17.736658 18.735652 9.386600 -0.27 -0.33 -0.20
F -5.453407 20.668344 7.119446 0.05 -0.01 0.14
H -9.191359 18.370354 4.291042 0.18 -0.09 0.00
F -19.706915 23.760961 8.792288 0.08 0.09 0.05
H -18.459245 17.849546 10.765774 -0.12 -0.06 -0.06
H -10.900770 19.844140 5.136469 0.04 -0.16 -0.13
C -18.261545 18.825376 10.332135 0.70 0.75 0.44
C -5.525717 20.136533 5.897072 0.04 0.08 0.08
O -7.543470 19.310455 4.968418 0.04 -0.40 0.31
C -9.873896 20.053884 5.430727 0.09 0.14 0.86
C -18.029029 19.549299 3.361416 -0.45 -0.53 0.10
C -15.214631 19.469090 7.212293 0.38 -0.01 -0.06
Br -17.557012 17.686575 3.625258 0.00 0.24 -0.12
O -19.266580 20.662704 9.194107 0.51 0.31 0.24
F -5.232328 18.841260 5.984709 -0.01 -0.01 -0.04
O -7.340937 21.536663 5.245813 -0.02 0.27 -0.07
H -17.541269 19.341409 10.975432 -0.14 -0.08 0.09
H -15.722690 20.130431 6.526848 -0.14 -0.07 -0.03
C -19.789716 22.658918 8.045499 -0.22 -0.09 -0.24
F -18.599535 22.444507 7.475149 0.02 0.04 0.01
H -20.303400 18.986899 9.773987 -0.02 0.22 -0.05
H -9.722441 19.680763 6.449319 -0.14 -0.20 -0.11
Br -19.691050 19.691040 2.384532 0.19 0.04 0.01
Br -16.071203 17.753782 7.178906 -0.05 0.05 0.06
C -20.256933 21.484578 8.925504 -0.14 -0.01 0.08
C -19.518115 19.641501 10.170209 -0.73 -1.33 -0.32
Br -15.280431 20.289586 8.949907 0.11 0.01 -0.11
H -9.772612 21.132774 5.514451 0.15 0.01 -0.31
Br -18.183623 20.456004 5.054587 0.15 0.09 -0.16
H -8.878113 19.944699 3.536677 0.07 -0.11 0.00
C -8.896892 19.396803 4.482811 -0.39 0.61 -0.52
H -19.920613 20.045848 11.097839 0.22 0.35 -0.05
O -21.385026 21.411509 9.309612 -0.10 0.01 0.08
C -6.929493 20.420053 5.325584 -0.13 -0.11 -0.16
Br -13.393494 19.319177 6.557830 -0.16 0.06 0.13
```
Positions in Å, forces in eV/Å.

Its multiplicity is 1. The frontier orbital gap is 10.2 eV. As for the total charge: 0. The value obtained for the HOMO energy is -10.41 eV. The calculation puts the energy relative to the best compared isomer or geometry (same formula, charge and spin) at 4.6 kcal/mol.



ORCA calculation (the ωB97M-V functional and the def2-TZVPD basis) on an isolated molecule of C27H28N4O3S2.

The geometry in XYZ format:
```
64
Properties=species:S:1:pos:R:3:forces:R:3
H -0.887133 -0.233074 -2.844169 0.10 0.03 0.02
H -1.269284 -1.237562 -4.251744 0.07 -0.06 -0.11
N 3.113550 -0.970763 0.780288 0.11 -0.35 0.09
C -1.710367 0.717413 0.344866 0.13 0.14 -0.09
C 5.549083 1.857375 0.136135 0.00 0.06 0.22
C -5.656880 -0.173164 0.557541 -0.03 -0.03 0.09
C 6.035383 -2.329293 -1.316237 0.15 0.37 -0.01
H 7.372803 -1.352570 0.075338 0.00 0.07 -0.09
O -4.683114 -1.439215 -1.867320 -0.01 -0.08 -0.04
C -1.633067 -0.888162 -3.289864 -0.34 0.22 0.12
H -9.013325 -1.119452 2.203680 -0.07 -0.02 0.03
H -1.782684 -1.745036 -2.636473 0.02 -0.09 0.04
C 0.548571 1.446405 0.035838 -0.86 -0.32 0.17
H 3.571551 3.113078 -1.538017 -0.04 0.00 -0.03
H 2.181730 3.543718 -0.538433 0.16 -0.01 -0.13
C -7.786155 0.471302 1.467144 -0.11 0.03 0.04
C 3.116264 1.691983 -0.066182 -0.13 -0.32 -0.07
H 6.416625 -0.244836 -0.944519 0.06 0.03 0.04
C 5.291333 -2.365736 1.379102 -0.11 -0.37 -0.04
H -6.359450 1.847489 0.660367 0.04 0.09 -0.02
O -3.402543 0.375049 -2.224107 0.06 0.28 0.05
H 4.516253 4.772704 -0.225928 -0.03 0.04 0.04
H -4.206484 1.279518 -0.147634 -0.12 -0.17 0.00
H -3.712548 -0.798821 -3.890982 0.12 0.18 0.00
N 5.413730 -1.085910 0.699980 0.21 0.03 0.22
H 4.995297 -4.462532 0.887778 -0.06 0.05 0.02
C 5.266952 3.121424 0.958919 0.13 0.07 -0.08
C -0.351258 0.432093 0.436741 0.10 0.25 -0.10
H 6.172821 3.725847 1.021188 0.01 0.01 0.08
C -4.207257 -0.401448 -1.496032 -0.24 0.08 -0.01
N 0.109831 2.631123 -0.397165 0.48 0.15 -0.07
H -1.561141 3.751204 -0.757558 -0.02 0.10 -0.03
C 6.390693 -1.169157 -0.372047 0.03 -0.29 -0.41
C 1.994878 -0.303595 0.618994 -0.14 0.63 -0.24
C 1.905423 1.017406 0.148875 0.55 -0.45 0.19
C -7.150930 -1.839420 1.430441 0.03 -0.09 0.03
H -8.500988 1.243047 1.712256 -0.06 0.06 0.02
C -4.376785 0.201624 -0.110409 0.48 -0.12 -0.12
H 6.384913 1.322085 0.585123 0.02 -0.03 -0.11
H 6.808412 -2.453990 -2.076715 -0.07 0.07 -0.01
C -5.945824 -1.502264 0.841737 -0.03 0.05 0.06
C 4.118963 3.950921 0.371616 0.05 -0.04 0.04
H 3.542287 4.389904 1.186369 0.00 0.07 -0.03
H 5.073004 -2.107891 -1.806269 0.08 -0.01 0.00
H 6.251242 -2.565092 1.865906 -0.06 -0.04 0.01
C 4.305601 1.017266 0.154509 -0.07 0.03 -0.13
C 3.181504 3.113523 -0.515469 -0.06 0.25 0.07
C -1.193030 2.792282 -0.418239 -0.12 0.15 -0.05
N -2.114262 1.907398 -0.075254 -0.21 -0.05 0.18
C 4.977298 -3.492001 0.390938 -0.12 0.11 0.32
H 3.983510 -3.319276 -0.045241 0.09 -0.06 0.04
S 0.433457 -1.033392 0.945137 -0.02 0.01 -0.04
C -6.582446 0.812406 0.876814 0.12 -0.06 -0.05
C 4.265213 -0.349424 0.519395 -0.53 0.25 0.05
H -7.370336 -2.874240 1.646821 -0.02 -0.09 0.02
H -2.813008 0.734933 -4.117930 -0.07 -0.10 0.08
S -2.910765 -0.484391 0.782914 -0.19 -0.01 0.23
H 5.011088 2.804873 1.972209 0.06 0.00 0.01
H -5.223824 -2.266260 0.598683 0.03 -0.11 -0.06
H 5.816524 2.142189 -0.885949 0.13 -0.04 -0.05
C -2.944746 -0.138345 -3.475803 0.12 -0.39 -0.40
H 4.502305 -2.293419 2.125215 0.13 -0.07 0.03
O 5.954607 -3.552160 -0.628460 0.14 -0.12 -0.01
C -8.072968 -0.854739 1.743134 -0.07 0.04 0.02
```
Positions in Å, forces in eV/Å.

Its multiplicity is 1. The frontier orbital gap is 8.1 eV. As for the total charge: 0. The SMILES is CCOC(=O)[C@H](Sc1ncnc2c1sc1nc(N3CCOCC3)c3c(c12)CCCC3)c1ccccc1. The value obtained for the HOMO energy is -8.05 eV. The calculation puts the energy relative to the best compared isomer or geometry (same formula, charge and spin) at 0.0 kcal/mol.



ORCA calculation (the ωB97M-V functional and the def2-TZVPD basis) on a structure of composition C3H5LiO3Yb at a distorted geometry.

The geometry in XYZ format:
```
13
Properties=species:S:1:pos:R:3:forces:R:3
C -0.595111 -0.889211 0.197031 -0.07 -0.77 -0.42
H -2.009946 2.406547 0.294676 0.15 -0.84 2.36
C -1.658126 1.231722 0.358088 -0.22 1.12 -3.22
C 0.910960 -0.876992 0.281208 -0.32 -0.77 0.43
Li 1.670196 -0.234451 -2.262476 -0.07 -0.40 -0.45
O 1.487091 0.173286 -0.457287 0.72 1.28 -0.37
O -1.122964 0.280316 0.946434 -0.34 1.13 1.54
H 1.203112 -0.846070 1.343095 -0.04 -0.06 -0.16
H 1.237084 -1.861392 -0.097655 -0.07 0.17 0.16
O -1.853562 1.398939 -0.867314 -0.08 -0.94 -0.34
H -0.978686 -0.830067 -0.830486 0.01 -0.02 0.24
Yb 2.728828 1.802029 0.379840 0.31 -0.08 0.30
H -1.018877 -1.754658 0.714842 0.02 0.17 -0.08
```
Positions in Å, forces in eV/Å.

Its multiplicity is 2. The frontier orbital gap (alpha / beta) is 9.2 / 7.2 eV. As for the total charge: +3. The value obtained for the HOMO energy (alpha / beta) is -22.30 / -22.30 eV. The calculation puts the energy relative to the best compared isomer or geometry (same formula, charge and spin) at 20.0 kcal/mol.



Summary of E_tot in eV
-455314.3110; -62228.2920; -41035.0809
(order as listed above)